Record 1
{
  "formula": "C5H4",
  "method": "ωB97M-V/def2-TZVPD",
  "gap_ev": 9.445,
  "charge": 0,
  "total_energy_ha": -192.681283,
  "de_lowest_kj_mol": 296.3,
  "mol_weight_g_mol": 64.1,
  "fmax_ev_per_a": 3.165,
  "elements": ["C", "C", "C", "C", "C", "H", "H", "H", "H"],
  "coordinates": [[-1.477, 0.025, -0.302], [1.507, 1.092, -1.568], [0.823, -0.434, 0.846], [1.101, 0.506, -0.523], [-0.218, -0.020, -0.042], [-1.816, 0.685, -1.021], [1.295, -1.386, 0.611], [0.854, 0.246, 1.679], [-2.068, -0.714, 0.319]]
}



Record 2
{
  "formula": "C7H11N3OS",
  "method": "ωB97M-V/def2-TZVPD",
  "gap_ev": 9.346,
  "smiles": "CCCNC(=O)Nc1nccs1",
  "charge": 0,
  "total_energy_ha": -911.052294,
  "de_lowest_kj_mol": 9.7,
  "mol_weight_g_mol": 185.3,
  "fmax_ev_per_a": 1.826,
  "elements": ["S", "O", "N", "N", "N", "C", "C", "C", "C", "C", "C", "C", "H", "H", "H", "H", "H", "H", "H", "H", "H", "H", "H"],
  "coordinates": [[-2.440, -0.987, -0.526], [1.065, 1.713, -1.263], [0.494, -0.390, -0.513], [-3.227, 1.251, 0.389], [-0.972, 1.363, -0.292], [2.762, -0.978, 0.382], [-2.164, 0.672, -0.035], [3.013, 0.439, 0.939], [-4.354, 0.396, 0.332], [0.278, 0.938, -0.724], [-4.064, -0.872, -0.065], [1.802, -0.990, -0.828], [2.287, -1.597, 1.203], [2.107, 0.818, 1.456], [-0.052, -0.806, 0.240], [3.683, -1.544, 0.073], [-5.322, 0.756, 0.635], [2.188, -0.413, -1.653], [-4.716, -1.726, -0.170], [1.593, -2.048, -1.198], [3.232, 1.222, 0.141], [3.860, 0.391, 1.663], [-1.053, 2.392, -0.188]]
}



Record 3
{
  "formula": "C5H7N",
  "method": "ωB97M-V/def2-TZVPD",
  "gap_ev": 9.687,
  "smiles": "C1=C[C@H]2N[C@H]2C1",
  "charge": 0,
  "total_energy_ha": -249.329004,
  "de_lowest_kj_mol": 378.7,
  "mol_weight_g_mol": 81.1,
  "fmax_ev_per_a": 2.201,
  "elements": ["N", "C", "C", "C", "C", "C", "H", "H", "H", "H", "H", "H", "H"],
  "coordinates": [[-1.681, 0.149, 0.119], [0.478, -1.123, 0.099], [-0.567, -0.343, 0.889], [0.683, 1.160, -0.441], [1.138, -0.061, -0.749], [-0.359, 1.114, 0.642], [0.027, -1.928, -0.496], [-0.835, -0.716, 1.873], [-1.459, 1.485, 0.577], [1.194, -1.597, 0.778], [1.033, 2.081, -0.898], [-1.526, 0.080, -0.880], [1.875, -0.300, -1.513]]
}